The following is a DFT calculation (ωB97M-V/def2-TZVPD) of a molecular structure, C7H10N2.

```
19
C7H10N2 | the OMol25 dataset | ωB97M-V/def2-TZVPD
C -1.197 1.923 0.405
C -0.588 0.954 -0.607
C -1.401 -1.418 -0.338
C -0.029 -1.217 0.370
C 0.645 0.085 0.257
C 2.019 0.175 -0.034
C 3.152 0.097 -0.655
H -0.747 1.109 1.579
H -2.614 1.987 0.136
H -0.477 2.946 0.491
H 0.050 1.310 -1.388
H -1.362 -0.444 -1.898
H -2.237 -1.753 0.431
H -1.396 -2.242 -0.925
H 0.728 -2.108 0.270
H 0.544 -0.460 2.387
H 4.251 0.020 -0.677
N -1.614 -0.153 -1.035
N -0.151 -0.414 1.493
```

LUMO level ... 0.56 eV
Orbital gap ... 9.236 eV
Energy relative to the best compared isomer or geometry (same formula, charge and spin) ... 9.692 eV
Total energy ... -10391.9191 eV



The following is a DFT calculation (ωB97M-V/def2-TZVPD) of a molecular structure, C9H18AlClErF5NO4PS.

```
42
C9H18AlClErF5NO4PS | the OMol25 dataset | ωB97M-V/def2-TZVPD
N 2.464 -1.865 1.717
P 1.547 -2.850 0.797
O 0.426 -3.659 1.654
O 2.470 -3.952 0.146
Al 0.356 -1.680 -0.933
C -1.505 -1.400 -0.181
C -2.357 -0.361 -0.899
C -3.806 -0.325 -0.358
C -4.462 1.060 -0.313
S -4.173 1.753 1.328
O -3.157 2.747 1.208
O -4.052 0.652 2.241
Cl -5.924 2.636 1.693
C 1.238 0.009 -1.560
C 1.734 0.951 -0.434
C 3.236 0.836 -0.161
C 3.823 2.072 0.473
F 3.181 2.346 1.645
F 5.122 1.842 0.770
C 3.760 3.359 -0.408
F 3.707 3.023 -1.707
F 2.659 4.051 -0.132
F 4.796 4.133 -0.239
H 2.209 -1.729 2.703
H 0.733 -3.879 2.553
H 2.509 -4.783 0.654
H 0.144 -2.708 -2.171
H -2.012 -2.363 -0.212
H -1.458 -1.153 0.886
H -1.865 0.606 -0.777
H -2.419 -0.594 -1.969
H -4.445 -0.950 -1.028
H -3.825 -0.753 0.649
H -3.994 1.746 -1.017
H -5.534 1.021 -0.489
H 0.435 0.486 -2.131
H 2.026 -0.211 -2.282
H 1.512 1.968 -0.755
H 1.163 0.824 0.493
H 3.771 0.612 -1.086
H 3.454 0.023 0.529
Er -3.482 -3.539 -0.897
```

Charge ... +2
LUMO level (spin up / spin down) ... -9.78 / -9.71 eV
Orbital gap (spin up / spin down) ... 4.614 / 4.674 eV
Total energy ... -99736.7144 eV
2S+1 ... 4



The following is a DFT calculation (ωB97M-V/def2-TZVPD) of a molecular structure, C53H47FeN3O4S4.

```
112
C53H47FeN3O4S4 | the OMol25 dataset | ωB97M-V/def2-TZVPD
Fe 1.363 -0.203 0.341
C -2.287 -7.785 1.347
C -2.015 -6.319 1.153
C -2.657 -5.363 1.933
C -2.421 -4.009 1.740
C -1.546 -3.617 0.737
C -0.875 -4.549 -0.044
C -1.113 -5.892 0.174
S -1.348 -1.882 0.525
O 0.066 -1.689 -0.039
C -2.411 -1.561 -0.862
C -2.085 -2.085 -2.135
C -2.846 -1.741 -3.206
C -3.959 -0.869 -3.061
C -4.741 -0.479 -4.175
C -5.784 0.387 -4.022
C -6.104 0.904 -2.746
C -5.369 0.546 -1.653
C -4.277 -0.349 -1.786
C -3.458 -0.699 -0.673
C -3.630 -0.027 0.655
C -4.545 -0.536 1.621
C -5.419 -1.615 1.325
C -6.254 -2.109 2.284
C -6.258 -1.552 3.584
C -5.427 -0.514 3.892
C -4.547 0.020 2.920
C -3.645 1.074 3.233
C -2.784 1.558 2.299
C -2.796 1.005 0.997
S -1.572 1.501 -0.202
O -0.237 1.282 0.488
C -1.817 3.246 -0.229
C -2.722 3.738 -1.156
C -2.966 5.103 -1.194
C -2.305 5.972 -0.332
C -2.582 7.450 -0.361
C -1.374 5.447 0.568
C -1.123 4.089 0.628
H -2.685 -7.985 2.341
H -1.382 -8.376 1.211
H -3.021 -8.133 0.618
H -3.338 -5.679 2.713
H -2.913 -3.269 2.361
H -0.152 -4.232 -0.785
H -0.586 -6.628 -0.420
H -1.224 -2.729 -2.253
H -2.609 -2.127 -4.190
H -4.496 -0.879 -5.151
H -6.372 0.684 -4.881
H -6.939 1.583 -2.638
H -5.614 0.939 -0.674
H -5.414 -2.041 0.329
H -6.922 -2.929 2.052
H -6.923 -1.955 4.336
H -5.429 -0.085 4.887
H -3.648 1.483 4.236
H -2.082 2.343 2.546
H -3.230 3.066 -1.839
H -3.669 5.500 -1.916
H -3.083 7.742 -1.282
H -1.660 8.025 -0.272
H -3.226 7.733 0.474
H -0.833 6.118 1.226
H -0.369 3.690 1.295
O 5.326 3.507 0.129
C 5.195 3.228 1.438
C 6.147 3.771 2.305
C 6.089 3.511 3.657
C 5.081 2.702 4.186
C 4.139 2.166 3.335
C 4.172 2.416 1.959
C 3.171 1.761 1.096
O 2.353 0.923 1.619
N 3.202 2.049 -0.195
N 2.263 1.290 -0.863
C 2.187 1.421 -2.126
S 3.246 2.426 -3.085
C 2.355 2.123 -4.638
C 1.792 0.713 -4.592
S 0.931 0.557 -3.008
H 4.569 3.087 -0.338
H 6.921 4.399 1.883
H 6.835 3.943 4.313
H 5.042 2.497 5.247
H 3.349 1.528 3.709
H 3.065 2.249 -5.454
H 1.558 2.858 -4.736
H 2.583 -0.033 -4.644
H 1.070 0.539 -5.389
C 5.152 -2.323 -2.555
N 5.992 -1.321 -1.938
C 7.127 -1.886 -1.234
C 5.254 -0.335 -1.172
C 4.575 -0.895 0.067
C 5.180 -0.840 1.320
C 4.599 -1.441 2.438
C 3.411 -2.137 2.333
C 2.764 -2.215 1.090
C 3.359 -1.543 0.043
H 5.773 -3.012 -3.128
H 4.450 -1.843 -3.241
H 4.568 -2.918 -1.833
H 7.732 -2.465 -1.933
H 6.847 -2.548 -0.399
H 7.747 -1.081 -0.836
H 4.506 0.107 -1.829
H 5.939 0.458 -0.864
H 6.117 -0.303 1.423
H 5.099 -1.373 3.396
H 2.987 -2.642 3.192
H 1.871 -2.814 0.963
```

Charge ... +1
LUMO level (spin up / spin down) ... -2.65 / -2.87 eV
Orbital gap (spin up / spin down) ... 7.044 / 6.805 eV
Energy relative to the best compared isomer or geometry (same formula, charge and spin) ... 0.000 eV
Total energy ... -146106.7753 eV
2S+1 ... 6



The following is a DFT calculation (ωB97M-V/def2-TZVPD) of a molecular structure, C14H34AsN4O5.

```
58
C14H34AsN4O5 | the OMol25 dataset | ωB97M-V/def2-TZVPD
C 4.804 -0.367 0.475
C 4.224 0.994 0.065
O 5.046 1.592 -0.953
C 4.162 1.958 1.246
N 3.077 2.929 1.214
C 1.830 2.449 1.815
C 0.766 1.985 0.781
O 0.214 0.783 1.224
As -0.795 -0.309 0.031
N -0.996 1.149 -1.236
O 0.824 -0.772 -0.788
C -0.488 -1.801 1.397
C 0.773 -1.698 2.164
N 1.706 -2.574 2.038
C -1.801 -1.557 -1.199
C -0.955 -2.242 -2.283
C -0.148 -3.428 -1.795
O 0.746 -3.888 -2.841
C -2.445 0.407 1.028
C -3.788 -0.096 0.632
O -4.161 -1.230 0.939
N -4.702 0.739 -0.102
C -4.522 2.170 0.053
C -4.891 0.358 -1.483
H 5.460 -0.743 -0.306
H 5.407 -0.278 1.378
H 4.021 -1.098 0.663
H 3.232 0.840 -0.360
H 4.663 1.383 -1.801
H 4.095 1.375 2.160
H 5.121 2.482 1.265
H 2.913 3.198 0.254
H 1.404 3.250 2.422
H 2.024 1.613 2.481
H 1.291 1.863 -0.170
H 0.020 2.774 0.680
H -0.766 0.813 -2.164
H -1.989 1.342 -1.249
H 1.552 -0.505 -0.229
H -0.470 -2.763 0.892
H -1.314 -1.833 2.110
H 0.931 -0.859 2.838
H 2.485 -2.321 2.647
H -2.325 -2.342 -0.654
H -2.518 -0.940 -1.735
H -1.661 -2.655 -3.013
H -0.328 -1.549 -2.837
H -0.804 -4.270 -1.596
H 0.466 -3.167 -0.939
H 1.442 -3.233 -2.865
H -2.362 1.490 0.987
H -2.304 0.141 2.071
H -3.614 2.529 -0.454
H -4.422 2.428 1.101
H -5.354 2.700 -0.404
H -4.061 0.713 -2.115
H -4.913 -0.722 -1.585
H -5.800 0.792 -1.895
```

Charge ... -1
LUMO level ... 2.91 eV
Orbital gap ... 7.925 eV
Total energy ... -92104.7960 eV



The following is a DFT calculation (ωB97M-V/def2-TZVPD) of C9H8N2 in the gas phase.

```
19
C9H8N2 | the OMol25 dataset | ωB97M-V/def2-TZVPD
C 1.765 -2.693 0.535
C 2.218 -1.424 0.820
C 1.566 -0.314 0.523
C 0.294 -0.376 0.058
C -0.534 0.901 -0.232
N -0.005 2.066 -0.566
C -1.001 2.887 -0.712
C -2.164 2.301 -0.389
N -1.838 0.961 -0.060
C -0.288 -1.585 -0.142
C 0.442 -2.782 0.095
H 2.228 -3.470 0.855
H 3.316 -1.338 1.182
H 2.137 0.726 0.797
H -1.007 3.776 -1.069
H -3.404 2.776 -0.335
H -2.683 0.235 0.282
H -1.178 -1.733 -0.633
H -0.296 -3.645 -0.022
```

LUMO level ... 0.62 eV
Orbital gap ... 8.999 eV
Energy relative to the best compared isomer or geometry (same formula, charge and spin) ... 3.314 eV
Total energy ... -12439.8722 eV
SMILES ... c1ccc(-c2ncc[nH]2)cc1



The following is a DFT calculation (ωB97M-V/def2-TZVPD) of 2 unconnected molecules or ions with the total composition C6H18N3.

```
27
C6H18N3 | the OMol25 dataset | ωB97M-V/def2-TZVPD
C -1.522 0.351 -0.733
C -2.586 0.808 0.281
C -2.155 -0.719 -1.605
C -0.867 1.562 -1.524
H -0.620 -0.103 -0.189
H -2.941 -0.106 0.730
H -3.349 1.404 -0.188
H -2.450 -0.405 -2.570
H -1.425 -1.528 -1.717
H -3.099 -1.131 -1.062
H -1.283 1.837 -2.526
H -0.907 2.559 -0.930
H 0.171 1.392 -1.617
H -2.183 1.415 1.159
C 0.660 -1.428 2.025
C 2.520 -0.276 0.517
N 1.493 -1.206 0.726
N 3.160 0.307 1.594
N 2.674 0.141 -0.801
H 1.315 -2.127 0.118
H 2.897 0.131 2.595
H 3.321 1.299 1.424
H 2.675 -0.577 -1.453
H 3.260 1.015 -1.057
H -0.327 -1.954 1.636
H 0.367 -0.483 2.509
H 1.201 -2.179 2.659
```

Charge ... +1
LUMO level ... -3.72 eV
Orbital gap ... 10.091 eV
Energy relative to the best compared isomer or geometry (same formula, charge and spin) ... 2.637 eV
Total energy ... -10976.6292 eV



The following is a DFT calculation (ωB97M-V/def2-TZVPD) of a molecular structure, C3H2GaO3.

```
9
C3H2GaO3 | the OMol25 dataset | ωB97M-V/def2-TZVPD
O -2.763 0.140 1.239
C -2.013 0.009 0.387
C -0.920 0.105 -0.439
O 0.141 -0.770 -0.202
C 1.263 -0.112 0.026
O 2.229 -0.920 0.185
H 3.068 -0.462 0.348
Ga 0.524 1.814 -0.128
H -1.529 0.197 -1.416
```

Charge ... +3
LUMO level (spin up / spin down) ... -19.75 / -19.75 eV
Orbital gap (spin up / spin down) ... 7.839 / 7.840 eV
Energy relative to the best compared isomer or geometry (same formula, charge and spin) ... 0.000 eV
Total energy ... -61618.2537 eV



The following is a DFT calculation (ωB97M-V/def2-TZVPD) of a molecular structure, C14H8Cl4N6O2Pt.

```
35
C14H8Cl4N6O2Pt | the OMol25 dataset | ωB97M-V/def2-TZVPD
Pt -0.370 -0.116 -0.003
N 2.265 -2.159 -0.040
C 2.599 -0.882 -0.032
N 3.908 -0.607 -0.027
C 4.250 0.668 -0.030
N 5.529 1.013 -0.015
N 3.387 1.733 -0.057
C 2.024 1.383 -0.025
N 1.623 0.069 -0.024
C 1.044 2.355 -0.007
C 1.259 3.756 -0.004
C 0.176 4.593 0.015
C -1.121 4.057 0.030
C -1.287 2.686 0.025
N -0.241 1.853 0.008
H 3.017 -2.831 -0.040
H 1.308 -2.477 -0.031
H 6.244 0.300 0.009
H 5.785 1.988 -0.029
H 2.272 4.130 -0.019
H 0.318 5.664 0.018
H -1.992 4.695 0.043
H -2.265 2.227 0.034
Cl -4.212 -5.767 0.001
C -3.713 -4.154 0.009
C -4.653 -3.126 0.041
Cl -6.301 -3.477 0.071
C -4.236 -1.760 0.047
Cl -5.338 -0.513 0.083
C -2.845 -1.437 0.022
O -2.417 -0.244 0.026
C -1.873 -2.504 -0.007
O -0.646 -2.183 -0.027
C -2.323 -3.861 -0.015
Cl -1.176 -5.072 -0.053
```

Charge ... +2
LUMO level (spin up / spin down) ... -6.48 / -10.04 eV
Orbital gap (spin up / spin down) ... 5.880 / 5.005 eV
Total energy ... -81002.5588 eV
2S+1 ... 5



Which of these has the highest total energy?
C7H10N2